<i>
{
  "formula": "C3H4ClNO2",
  "method": "ωB97M-V with the def2-TZVPD basis set",
  "species": ["C", "C", "C", "N", "O", "O", "Cl", "H", "H", "H", "H"],
  "coordinates": [[-2.608, 1.084, -1.518], [-0.481, 0.322, -1.330], [0.598, -1.498, -0.179], [-2.712, 2.278, -1.272], [0.330, 0.674, -2.088], [-0.532, -0.549, -0.390], [-3.609, -0.135, -2.147], [1.396, -0.955, -0.376], [0.356, -2.409, -0.928], [0.463, -1.800, 0.925], [-3.570, 2.739, -1.029]],
  "nbo_charge": [0.174, 0.840, -0.250, -0.668, -0.558, -0.525, 0.010, 0.188, 0.206, 0.213, 0.370],
  "homo_energy_ev": [-8.32, -8.32],
  "charge": 0,
  "gap_ha": [0.325, 0.325]
}

<ii>
{
  "formula": "C3H4ClNO2",
  "method": "ωB97M-V with the def2-TZVPD basis set",
  "species": ["H", "N", "C", "Cl", "C", "O", "C", "O", "H", "H", "H"],
  "coordinates": [[1.650, -1.925, 1.646], [1.234, -1.078, 1.298], [0.658, -1.024, 0.198], [0.452, -2.398, -0.857], [0.102, 0.343, -0.329], [-0.131, 0.292, -1.649], [-1.121, 1.198, 0.364], [-1.981, 1.528, -0.387], [0.968, 0.890, 0.094], [-0.938, 0.847, -1.855], [-0.894, 1.326, 1.476]],
  "nbo_charge": [0.376, -0.649, 0.267, -0.019, -0.062, -0.693, 0.448, -0.513, 0.191, 0.500, 0.155],
  "smiles": "[H]/N=C(\\Cl)[C@@H](O)C=O",
  "homo_energy_ev": -10.19,
  "charge": 0,
  "gap_ha": 0.393
}

<ii> is the most stable structure; the next one sits 0.0785 hartree above it.

<i>
{
  "formula": "C35H41CsF5N6O4PS2Te",
  "method": "ωB97M-V with the def2-TZVPD basis set",
  "species": ["Cs", "O", "N", "C", "C", "C", "C", "C", "C", "C", "P", "C", "C", "C", "C", "C", "C", "C", "C", "C", "C", "C", "C", "H", "H", "H", "H", "H", "H", "H", "H", "H", "H", "H", "H", "H", "H", "H", "H", "O", "C", "O", "C", "C", "C", "C", "C", "C", "S", "H", "H", "H", "H", "C", "N", "C", "C", "N", "N", "C", "C", "H", "H", "H", "H", "H", "H", "H", "H", "H", "H", "H", "H", "H", "S", "C", "N", "C", "C", "C", "N", "H", "H", "H", "H", "H", "H", "H", "H", "F", "Te", "F", "F", "F", "F", "O"],
  "coordinates": [[1.427, 0.460, 0.256], [0.119, 2.077, -2.909], [-0.327, 0.882, -3.421], [-1.534, 0.858, -3.814], [-2.090, -0.415, -4.332], [-2.569, -0.454, -5.643], [-3.021, -1.634, -6.201], [-2.999, -2.806, -5.451], [-2.553, -2.771, -4.143], [-2.117, -1.580, -3.556], [-1.625, -1.503, -1.784], [-0.208, -2.666, -1.806], [1.045, -2.092, -2.015], [2.188, -2.876, -2.056], [2.080, -4.248, -1.881], [0.836, -4.833, -1.680], [-0.306, -4.048, -1.645], [-2.956, -2.495, -0.990], [-4.271, -2.506, -1.448], [-5.277, -3.131, -0.724], [-4.990, -3.752, 0.481], [-3.685, -3.732, 0.961], [-2.684, -3.105, 0.238], [-0.646, 2.514, -2.448], [-2.168, 1.743, -3.776], [-2.555, 0.457, -6.231], [-3.375, -1.649, -7.225], [-3.330, -3.741, -5.886], [-2.543, -3.681, -3.555], [1.127, -1.022, -2.165], [3.161, -2.422, -2.191], [2.979, -4.852, -1.886], [0.753, -5.905, -1.537], [-1.271, -4.510, -1.474], [-4.520, -2.015, -2.382], [-6.293, -3.120, -1.102], [-5.775, -4.237, 1.049], [-3.443, -4.200, 1.908], [-1.675, -3.084, 0.630], [-1.039, 1.598, -0.003], [-2.074, 1.978, -0.620], [-2.088, 2.789, -1.573], [-3.364, 1.363, -0.163], [-4.566, 1.651, -0.794], [-5.744, 1.059, -0.371], [-5.708, 0.169, 0.700], [-4.518, -0.124, 1.336], [-3.325, 0.470, 0.911], [-1.810, 0.094, 1.672], [-4.543, 2.348, -1.623], [-6.681, 1.278, -0.868], [-6.621, -0.312, 1.034], [-4.498, -0.832, 2.156], [3.565, 1.562, 3.918], [2.681, 1.023, 4.947], [3.249, -0.144, 5.605], [1.331, 1.000, 4.642], [0.911, 1.326, 3.480], [0.516, 0.594, 5.721], [0.723, 1.266, 6.991], [-0.881, 0.374, 5.426], [4.529, 1.783, 4.378], [3.152, 2.477, 3.507], [3.732, 0.860, 3.097], [3.502, -0.923, 4.876], [2.550, -0.560, 6.329], [4.166, 0.145, 6.123], [-0.100, 1.401, 3.438], [1.780, 1.471, 7.139], [0.364, 0.633, 7.807], [0.180, 2.223, 7.037], [-1.437, 1.307, 5.249], [-1.339, -0.136, 6.276], [-0.987, -0.254, 4.544], [3.565, 4.862, 1.875], [3.675, 4.412, 0.243], [2.938, 5.080, -0.676], [2.732, 4.693, -2.068], [3.297, 3.307, -2.314], [4.648, 3.191, -1.633], [4.485, 3.456, -0.208], [2.337, 5.771, -0.263], [3.223, 5.421, -2.724], [1.663, 4.715, -2.286], [3.375, 3.131, -3.387], [2.649, 2.532, -1.901], [5.356, 3.919, -2.053], [5.046, 2.189, -1.740], [4.874, 2.800, 0.461], [5.145, -1.904, -1.839], [5.047, -0.615, -0.302], [3.568, -1.682, 0.670], [6.554, -1.676, 0.645], [5.135, 0.678, 1.236], [6.470, 0.470, -1.128], [3.698, 0.393, -1.093]],
  "lowdin_charge": [1.082, -0.082, 0.023, -0.144, -0.203, -0.048, -0.098, -0.092, -0.092, -0.292, 1.146, -0.361, -0.138, -0.057, -0.072, -0.095, -0.114, -0.368, -0.097, -0.105, -0.112, -0.094, -0.129, 0.043, 0.130, 0.109, 0.093, 0.095, 0.104, 0.045, 0.076, 0.104, 0.092, 0.091, 0.104, 0.096, 0.091, 0.100, 0.103, -0.347, -0.624, -0.031, -0.169, -0.028, -0.102, -0.110, -0.125, -0.583, 0.802, 0.112, 0.088, 0.096, 0.097, -0.073, -0.180, -0.071, -0.454, 0.140, -0.187, -0.087, -0.099, 0.088, 0.030, 0.069, 0.098, 0.070, 0.082, -0.014, 0.075, 0.079, 0.087, 0.091, 0.080, 0.055, 0.498, -0.889, -0.005, -0.181, -0.170, -0.176, 0.037, 0.095, 0.106, 0.112, 0.121, 0.075, 0.122, 0.074, 0.109, -0.530, 1.852, -0.612, -0.562, -0.517, -0.508, -0.940],
  "homo_energy_ev": [-3.19, -1.56],
  "charge": -2,
  "gap_ha": [0.250, 0.179]
}

<ii>
{
  "formula": "C35H41CsF5N6O4PS2Te",
  "method": "ωB97M-V with the def2-TZVPD basis set",
  "species": ["Cs", "O", "N", "C", "C", "C", "C", "C", "C", "C", "P", "C", "C", "C", "C", "C", "C", "C", "C", "C", "C", "C", "C", "H", "H", "H", "H", "H", "H", "H", "H", "H", "H", "H", "H", "H", "H", "H", "H", "O", "C", "O", "C", "C", "C", "C", "C", "C", "S", "H", "H", "H", "H", "C", "N", "C", "C", "N", "N", "C", "C", "H", "H", "H", "H", "H", "H", "H", "H", "H", "H", "H", "H", "H", "S", "C", "N", "C", "C", "C", "N", "H", "H", "H", "H", "H", "H", "H", "H", "F", "Te", "F", "F", "F", "F", "O"],
  "coordinates": [[1.159, 0.380, 0.938], [-0.153, 1.871, -2.012], [-0.850, 0.755, -1.636], [-0.416, -0.315, -2.164], [-1.059, -1.588, -1.754], [-1.984, -1.556, -0.705], [-2.612, -2.713, -0.284], [-2.327, -3.923, -0.896], [-1.377, -3.978, -1.904], [-0.729, -2.824, -2.342], [0.674, -2.874, -3.530], [0.569, -4.612, -4.125], [1.358, -5.649, -3.632], [1.238, -6.935, -4.142], [0.322, -7.206, -5.148], [-0.471, -6.181, -5.648], [-0.339, -4.896, -5.146], [2.111, -2.994, -2.388], [2.005, -3.186, -1.015], [3.145, -3.243, -0.216], [4.399, -3.114, -0.784], [4.518, -2.931, -2.155], [3.384, -2.860, -2.946], [-0.517, 2.599, -1.431], [0.417, -0.293, -2.863], [-2.187, -0.620, -0.197], [-3.293, -2.663, 0.556], [-2.806, -4.834, -0.557], [-1.123, -4.933, -2.342], [2.065, -5.445, -2.837], [1.859, -7.729, -3.745], [0.227, -8.211, -5.543], [-1.188, -6.384, -6.434], [-0.951, -4.094, -5.545], [1.037, -3.285, -0.539], [3.024, -3.361, 0.852], [5.285, -3.109, -0.162], [5.496, -2.790, -2.593], [3.480, -2.679, -4.012], [-2.614, 0.377, 2.758], [-1.802, 1.336, 2.782], [-1.118, 1.742, 1.816], [-1.662, 2.089, 4.096], [-2.851, 2.551, 4.658], [-2.877, 3.299, 5.825], [-1.667, 3.566, 6.460], [-0.484, 3.088, 5.929], [-0.421, 2.336, 4.735], [1.146, 1.752, 4.204], [-3.775, 2.300, 4.148], [-3.815, 3.659, 6.232], [-1.647, 4.144, 7.379], [0.455, 3.283, 6.433], [-0.542, 5.267, -2.453], [-0.060, 5.799, -1.193], [1.299, 6.311, -1.307], [-0.314, 4.993, -0.067], [-0.803, 3.823, -0.221], [0.035, 5.591, 1.131], [-0.300, 6.986, 1.342], [-0.064, 4.796, 2.346], [-0.493, 6.062, -3.201], [-1.570, 4.933, -2.344], [0.053, 4.416, -2.805], [1.984, 5.544, -1.692], [1.667, 6.634, -0.338], [1.312, 7.161, -1.994], [-1.015, 3.324, 0.648], [-0.272, 7.538, 0.407], [0.412, 7.430, 2.042], [-1.305, 7.089, 1.776], [-1.102, 4.679, 2.679], [0.501, 5.293, 3.135], [0.356, 3.802, 2.217], [0.195, -2.990, 2.178], [-0.199, -2.454, 3.747], [0.573, -2.857, 4.787], [0.580, -2.244, 6.115], [-0.263, -0.982, 6.125], [-1.554, -1.241, 5.370], [-1.249, -1.698, 4.022], [1.395, -3.348, 4.481], [1.614, -2.012, 6.378], [0.203, -2.965, 6.851], [0.262, -0.158, 5.637], [-0.479, -0.691, 7.155], [-2.147, -0.334, 5.270], [-2.160, -1.996, 5.888], [-1.759, -1.233, 3.268], [5.605, 1.805, -1.394], [5.118, 0.650, 0.007], [6.231, -0.659, -0.771], [6.740, 1.226, 0.757], [5.030, -0.414, 1.555], [4.415, 2.111, 0.961], [3.562, 0.131, -0.668]],
  "lowdin_charge": [0.923, -0.105, -0.036, -0.162, -0.215, -0.034, -0.087, -0.091, -0.093, -0.332, 1.097, -0.391, -0.080, -0.092, -0.113, -0.105, -0.120, -0.390, -0.092, -0.077, -0.099, -0.093, -0.114, 0.022, 0.101, 0.109, 0.107, 0.097, 0.094, 0.102, 0.097, 0.091, 0.093, 0.098, 0.063, 0.086, 0.102, 0.100, 0.097, -0.057, -0.675, -0.262, -0.188, -0.070, -0.135, -0.139, -0.159, -0.691, 0.415, 0.107, 0.076, 0.081, 0.075, -0.093, -0.186, -0.076, -0.423, 0.174, -0.166, -0.082, -0.057, 0.077, 0.084, 0.081, 0.096, 0.075, 0.079, 0.033, 0.070, 0.083, 0.088, 0.101, 0.092, 0.056, 0.543, -0.857, 0.001, -0.182, -0.176, -0.155, 0.038, 0.098, 0.116, 0.104, 0.033, 0.115, 0.110, 0.117, 0.094, -0.406, 1.710, -0.398, -0.394, -0.400, -0.407, -0.743],
  "homo_energy_ev": -1.63,
  "charge": -2,
  "gap_ha": 0.198
}

<ii> is the most stable structure; the next one sits 0.0664 hartree above it.

<i>
{
  "formula": "CH4NO2S",
  "method": "ωB97M-V with the def2-TZVPD basis set",
  "species": ["C", "N", "O", "O", "S", "H", "H", "H", "H"],
  "coordinates": [[-1.063, -0.696, -0.247], [0.784, 2.305, -0.236], [1.503, -1.086, -1.062], [1.108, -0.712, 1.352], [0.823, -0.285, -0.033], [-1.160, -1.621, -0.650], [-1.473, -0.648, 0.884], [-1.405, 0.072, -0.772], [0.881, 2.671, 0.762]],
  "nbo_charge": [-0.807, -0.715, -1.014, -1.032, 1.739, 0.196, 0.200, 0.199, 0.236],
  "homo_energy_ev": [-3.23, -3.25],
  "charge": -1,
  "gap_ha": [0.259, 0.265]
}

<ii>
{
  "formula": "CH4NO2S",
  "method": "ωB97M-V with the def2-TZVPD basis set",
  "species": ["C", "S", "N", "O", "O", "H", "H", "H", "H"],
  "coordinates": [[0.981, -0.429, -0.201], [-0.857, 0.072, -0.072], [-0.934, 1.017, 1.221], [-1.511, -1.237, 0.209], [-1.127, 0.696, -1.352], [1.581, 0.173, -0.852], [1.340, -0.516, 0.947], [0.957, -1.502, -0.696], [-0.429, 1.726, 0.796]],
  "nbo_charge": [-0.904, 2.226, -1.204, -1.022, -1.026, 0.198, 0.221, 0.210, 0.301],
  "smiles": "C[S@](=N)(=O)[O-]",
  "homo_energy_ev": -3.99,
  "charge": -1,
  "gap_ha": 0.305
}

<ii> is the most stable structure; the next one sits 0.1355 hartree above it.